Molecular formula: C13H17NO4
Method: DFT, ωB97M-V/def2-TZVPD

The orbital gap comes out at 8.50 eV. Its relative energy (zero: lowest compared OMol25 entry of this formula, charge and spin) is 26.0 kcal per mole. Its highest occupied orbital energy is -0.3020 Ha. Its structure (SMILES) is O=C(O)CCCCCNC(=O)/C=C/c1ccco1. The calculation puts the maximum force at 1.3 eV/A.

Cartesian coordinates (Å):
O  0.597  1.493  0.069
O  0.522  -0.585  -2.127
O  -4.672  -0.587  0.756
O  2.159  1.480  -1.526
N  0.256  -1.570  -0.108
C  2.745  -1.374  -0.058
C  -5.800  0.130  0.684
C  1.516  -2.286  -0.116
C  3.698  0.728  0.996
C  -2.469  -0.606  -0.173
C  -4.345  1.083  -0.686
C  -1.492  -0.173  -0.980
C  -0.156  -0.777  -1.122
C  -5.660  1.170  -0.187
C  2.837  -0.527  1.216
C  2.861  1.982  0.682
C  1.744  1.642  -0.278
C  -3.771  -0.012  -0.080
H  -1.665  0.662  -1.642
H  -0.256  -1.529  0.756
H  -6.399  1.903  -0.438
H  4.392  0.544  0.174
H  1.509  -2.977  0.729
H  2.715  -0.729  -0.934
H  -6.626  -0.190  1.289
H  1.479  1.001  -2.057
H  1.564  -2.861  -1.046
H  3.261  -1.133  2.019
H  -2.337  -1.471  0.464
H  1.839  -0.219  1.531
H  3.636  -2.000  -0.145
H  3.499  2.748  0.243
H  2.407  2.363  1.597
H  4.291  0.939  1.888
H  -3.880  1.740  -1.391


Molecular formula: C13H17NO4S2
Method: DFT, ωB97M-V/def2-TZVPD

The orbital gap comes out at 7.84 eV. Its highest occupied orbital energy is -0.2920 Ha. Its structure (SMILES) is CSCC[C@H](NS(=O)(=O)/C=C/c1ccccc1)C(=O)O. The calculation puts the maximum force at 1.1 eV/A.

Cartesian coordinates (Å):
S  1.364  2.114  0.553
S  0.790  -1.685  -0.745
O  0.790  -0.940  -1.973
O  1.217  -3.056  -0.811
O  5.308  -0.521  0.807
O  3.688  -1.192  2.182
N  1.748  -0.829  0.333
C  -3.556  -1.095  1.187
C  3.075  1.879  -0.033
C  -4.834  -0.805  1.624
C  -0.787  -1.561  0.052
C  -5.628  0.087  0.920
C  3.120  -0.685  -0.102
C  3.324  0.630  -0.867
C  -5.137  0.690  -0.226
C  -3.859  0.402  -0.666
C  -3.048  -0.496  0.032
C  -1.711  -0.765  -0.469
C  4.043  -0.822  1.095
C  0.495  2.236  -1.035
H  -5.752  1.386  -0.777
H  4.353  0.658  -1.230
H  1.706  -1.206  1.272
H  3.336  2.765  -0.616
H  -0.529  2.508  -0.801
H  -3.478  0.871  -1.561
H  0.522  1.275  -1.540
H  -6.626  0.311  1.265
H  0.957  3.012  -1.639
H  5.873  -0.648  1.587
H  2.654  0.610  -1.727
H  3.675  1.869  0.877
H  3.380  -1.514  -0.782
H  -0.877  -2.163  0.936
H  -1.436  -0.252  -1.382
H  -2.946  -1.791  1.741
H  -5.215  -1.276  2.518


Molecular formula: C13H18Cl2CoN2O
Method: DFT, ωB97M-V/def2-TZVPD

The total charge is -1. The orbital gap (alpha / beta) comes out at 4.74 / 6.60 eV. Its relative energy (zero: lowest compared OMol25 entry of this formula, charge and spin) is 43.6 kcal per mole. As for the expectation value of S²: 6.024. Its spin multiplicity is 5. Its highest occupied orbital energy (alpha / beta) is -0.0804 / -0.1489 Ha. The calculation puts the maximum force at 6.2 eV/A.

Cartesian coordinates (Å):
Co  0.728  -0.332  -0.005
Cl  0.456  -2.509  -0.301
Cl  1.004  1.795  0.573
O  1.501  1.223  5.079
N  -0.209  -0.577  1.747
N  0.043  0.289  6.549
C  2.086  -0.210  -1.201
C  -1.982  -1.427  3.157
C  -0.187  -0.185  4.153
C  -1.824  -0.147  -3.404
C  -0.643  0.495  -1.474
C  -1.371  -0.927  4.297
C  -0.516  -0.256  -4.169
C  -1.403  -1.209  1.897
C  0.660  0.297  -1.975
C  0.537  0.496  5.280
C  0.359  -0.044  2.862
C  0.648  -0.652  -3.275
C  -1.666  0.975  -2.379
H  -1.370  1.922  -2.872
H  -1.871  -1.589  0.992
H  -0.616  -0.976  -4.976
H  0.951  1.285  -2.353
H  0.492  -1.681  -2.898
H  1.245  0.559  2.677
H  -2.002  -1.080  -2.860
H  -0.646  -0.409  6.770
H  -2.904  -2.011  3.209
H  -0.321  0.710  -4.645
H  -1.804  -1.103  5.285
H  -2.587  1.176  -1.817
H  -2.694  0.043  -4.033
H  1.623  -0.538  -3.786
H  2.808  0.640  -1.155
H  2.541  -1.092  -1.712
H  -0.843  0.634  -0.389
H  0.575  0.687  7.306


Molecular formula: C13H18ClO4S4Se4Y
Method: DFT, ωB97M-V/def2-TZVPD

The total charge is -2. The orbital gap comes out at 5.51 eV. Its relative energy (zero: lowest compared OMol25 entry of this formula, charge and spin) is 6.0 kcal per mole. Its highest occupied orbital energy is -0.0653 Ha. The calculation puts the maximum force at 0.4 eV/A.

Cartesian coordinates (Å):
Y  1.500  0.856  -0.153
Se  2.850  0.047  2.388
Se  0.128  2.977  1.350
Se  1.279  3.164  3.389
Se  1.579  0.974  4.101
Cl  0.325  7.451  -3.315
S  -0.681  -0.987  0.517
S  3.428  -0.677  -1.629
S  -3.169  -2.626  2.206
S  -1.553  -4.056  -0.498
O  2.093  -1.138  -1.008
O  4.527  -1.311  -0.943
O  3.383  0.826  -1.277
O  3.388  -0.850  -3.063
C  0.128  -3.614  0.020
C  -0.920  3.914  -1.883
C  0.221  5.736  -2.930
C  -1.315  -0.431  2.115
C  -0.025  1.573  -1.997
C  -0.838  5.264  -2.173
C  1.103  3.518  -3.091
C  0.042  2.988  -2.329
C  0.328  -2.426  0.964
C  -2.238  -4.937  0.917
C  -2.243  -4.193  2.247
C  -1.995  -1.480  2.998
C  1.197  4.867  -3.386
H  -1.740  -5.901  1.062
H  0.641  -3.383  -0.916
H  2.027  5.244  -3.970
H  -0.514  0.038  2.692
H  -2.008  0.365  1.843
H  -1.223  -3.978  2.548
H  -1.258  -2.088  3.521
H  -3.264  -5.155  0.609
H  1.377  -2.138  0.928
H  0.426  0.946  -2.773
H  -1.041  1.230  -1.784
H  -2.672  -4.845  3.012
H  -1.588  5.952  -1.804
H  1.876  2.842  -3.441
H  -1.744  3.557  -1.275
H  -2.545  -0.944  3.773
H  0.617  -4.495  0.443
H  0.113  -2.675  2.000


Molecular formula: C13H18F12K2O12P2
Method: DFT, ωB97M-V/def2-TZVPD

The total charge is +1. The orbital gap (alpha / beta) comes out at 8.75 / 3.03 eV. As for the expectation value of S²: 0.754. Its spin multiplicity is 2. Its highest occupied orbital energy (alpha / beta) is -0.4648 / -0.4648 Ha. The calculation puts the maximum force at 6.8 eV/A.

Cartesian coordinates (Å):
K  -10.762  -22.256  8.548
K  -12.363  -27.180  8.102
P  -12.112  -24.259  5.728
P  -15.528  -25.187  9.571
F  -13.823  -25.158  9.690
F  -15.555  -23.507  9.660
F  -11.566  -25.639  6.122
F  -13.568  -24.895  5.130
F  -12.710  -22.749  5.513
F  -15.417  -24.991  7.912
F  -15.629  -25.148  11.176
F  -11.541  -24.512  4.306
F  -15.283  -26.768  9.671
F  -17.157  -25.120  9.518
F  -12.664  -24.014  7.229
F  -10.662  -23.569  6.056
O  -8.260  -20.923  3.575
O  -16.863  -23.742  4.319
O  -10.239  -28.422  5.366
O  -15.233  -28.910  7.034
O  -15.534  -25.074  2.963
O  -16.787  -27.476  6.475
O  -7.868  -22.482  2.103
O  -8.123  -27.963  4.444
O  -16.743  -28.405  8.614
O  -6.418  -20.845  2.035
O  -8.890  -26.835  6.151
O  -15.007  -22.946  3.239
C  -7.097  -27.207  4.797
C  -14.666  -28.319  5.926
C  -9.331  -21.660  3.790
C  -16.308  -28.299  7.467
C  -9.187  -27.816  5.352
C  -15.905  -27.501  5.347
C  -14.199  -23.344  2.130
C  -7.444  -21.322  2.555
C  -7.861  -26.145  5.512
C  -14.535  -24.846  1.981
C  -15.852  -23.915  3.570
C  -10.491  -20.755  3.270
C  -8.875  -22.982  3.056
H  -10.714  -20.814  2.204
H  -9.565  -23.509  2.398
H  -9.551  -21.803  4.848
H  -13.732  -27.762  5.862
H  -11.400  -20.870  3.859
H  -13.694  -25.533  2.075
H  -14.331  -22.913  1.137
H  -8.321  -25.487  4.774
H  -10.169  -19.757  3.568
H  -6.410  -27.813  5.388
H  -8.505  -23.692  3.796
H  -7.401  -25.447  6.212
H  -14.928  -25.102  0.997
H  -13.128  -23.295  2.324
H  -15.314  -26.701  4.902
H  -14.497  -29.131  5.219
H  -16.337  -28.080  4.531
H  -6.566  -26.843  3.917


Molecular formula: C13H18N2O5PtSi
Method: DFT, ωB97M-V/def2-TZVPD

The total charge is -2. The orbital gap (alpha / beta) comes out at 6.18 / 7.28 eV. As for the expectation value of S²: 2.007. Its spin multiplicity is 3. Its highest occupied orbital energy (alpha / beta) is -0.0408 / -0.0861 Ha. The calculation puts the maximum force at 3.8 eV/A.

Cartesian coordinates (Å):
Pt  7.964  7.287  12.691
Si  5.878  7.273  11.566
O  11.805  6.569  13.349
O  9.123  7.209  8.628
O  7.763  8.598  7.531
O  8.448  6.974  16.786
O  7.789  6.445  14.752
N  9.846  7.715  13.600
N  9.336  6.378  11.178
C  4.360  4.990  10.538
C  10.612  7.080  11.414
C  6.223  5.700  9.220
C  4.769  3.941  8.483
C  8.716  8.366  8.315
C  4.396  7.337  12.811
C  9.844  7.604  15.064
C  8.610  6.930  15.609
C  5.845  4.759  8.244
C  5.536  8.830  10.366
C  4.002  4.006  9.642
C  5.484  5.820  10.362
C  10.775  7.069  12.949
H  9.096  6.591  10.179
H  9.376  5.390  11.345
H  9.874  8.607  15.470
H  3.711  5.159  11.420
H  10.720  7.164  15.438
H  4.517  3.184  7.687
H  9.198  9.199  8.862
H  10.425  8.195  11.083
H  4.660  8.146  13.407
H  5.842  9.838  10.762
H  6.990  6.357  8.961
H  3.133  3.355  9.798
H  11.364  6.582  10.867
H  3.435  7.532  12.312
H  6.328  4.735  7.264
H  4.509  6.450  13.410
H  6.074  8.533  9.424
H  4.454  8.922  10.171